P) Molecular formula: C3H11N2S
Method: DFT, ωB97M-V with the def2-TZVPD basis set

Geometry (Å):
C  2.84  0.00  -0.16
C  -1.88  -0.71  -0.36
C  1.41  0.00  0.32
N  -2.50  0.53  0.22
N  0.70  -0.97  0.68
S  0.48  1.50  0.02
H  3.33  0.83  0.22
H  2.85  -0.27  -1.23
H  3.22  -1.00  0.17
H  -1.69  -0.36  -1.32
H  -2.56  -1.43  -0.47
H  -2.70  0.17  1.12
H  -3.27  0.92  -0.28
H  -0.99  -0.95  0.11
H  1.02  -1.89  0.91
H  -1.76  1.26  0.19
H  1.50  2.37  -0.13

For the LUMO energy, the calculation gives -3.2 eV. As for the total charge: +1. As for the orbital gap: 0.3773 Eh.

Atom charges from the Löwdin analysis, given in e for atoms 1 to 5: number 1, C, carries -0.070; number 2, C, carries -0.023; number 3, C, carries -0.729; number 4, N, carries 0.154; number 5, N, carries 0.034

***

Q) Molecular formula: C3H11N2S
Method: DFT, ωB97M-V with the def2-TZVPD basis set

Geometry (Å):
C  -1.23  1.40  0.63
C  -1.56  0.34  -0.46
C  0.05  -1.33  0.53
N  0.98  -2.24  0.44
N  -0.82  -0.91  -0.33
S  2.46  0.53  -0.27
H  -1.30  0.97  1.55
H  -0.11  1.73  0.58
H  -1.87  2.28  0.45
H  -1.32  0.66  -1.48
H  -2.67  0.26  -0.13
H  0.13  -0.89  1.52
H  1.72  -2.48  1.08
H  1.04  -2.82  -0.42
H  2.07  1.56  -0.97
H  -0.58  -1.26  -1.35
H  3.49  0.02  -0.93

For the LUMO energy, the calculation gives -3.3 eV. As for the total charge: +1. As for the orbital gap: 0.3737 Eh.

Atom charges from the Löwdin analysis, given in e for atoms 1 to 5: number 1, C, carries -0.080; number 2, C, carries -0.197; number 3, C, carries -0.264; number 4, N, carries 0.156; number 5, N, carries 0.050

***

R) Molecular formula: C3H11N2S
Method: DFT, ωB97M-V with the def2-TZVPD basis set

Geometry (Å):
C  -1.15  1.81  1.34
C  -0.31  1.85  0.07
C  0.57  -1.07  -0.23
N  -0.16  -2.00  0.43
N  1.35  -1.57  -1.38
S  -0.66  0.46  -1.06
H  -2.19  1.34  1.23
H  -0.52  1.31  2.15
H  -1.14  2.93  1.63
H  0.86  1.98  0.16
H  -0.72  2.61  -0.65
H  1.03  -0.32  0.53
H  -0.83  -2.54  -0.20
H  -0.70  -1.65  1.15
H  2.28  -1.25  -1.49
H  1.36  -2.54  -1.36
H  0.92  -1.36  -2.33

For the LUMO energy, the calculation gives -3.8 eV. As for the total charge: +1. The SMILES is CCS[C@@H](N)[NH3+]. As for the orbital gap: 0.3276 Eh.

Atom charges from the Löwdin analysis, given in e for atoms 1 to 5: number 1, C, carries -0.188; number 2, C, carries -0.626; number 3, C, carries -0.507; number 4, N, carries 0.045; number 5, N, carries 0.209

***

Which of them is most stable, and which least? Most stable: Q); least stable: R).

***

P) Molecular formula: C3H11N2S
Method: DFT, ωB97M-V with the def2-TZVPD basis set

Geometry (Å):
C  -2.06  -0.88  -0.96
C  3.25  0.26  -0.33
C  -1.54  0.46  1.02
N  -1.67  1.58  0.33
N  -1.76  -0.68  0.44
S  1.44  0.58  -0.55
H  -2.93  -0.35  -1.27
H  -1.17  -0.58  -1.54
H  -2.26  -1.94  -1.18
H  3.24  -0.88  -0.35
H  3.49  0.47  0.65
H  3.83  0.64  -1.04
H  -1.19  0.41  2.04
H  -1.62  2.44  0.88
H  -1.90  1.43  -0.69
H  1.28  1.85  -0.08
H  -1.53  -1.53  1.03

For the LUMO energy, the calculation gives -3.2 eV. As for the total charge: +1. As for the orbital gap: 0.3450 Eh.

Atom charges from the Löwdin analysis, given in e for atoms 1 to 5: number 1, C, carries -0.043; number 2, C, carries -0.396; number 3, C, carries -0.198; number 4, N, carries 0.178; number 5, N, carries -0.001

***

Q) Molecular formula: C3H11N2S
Method: DFT, ωB97M-V with the def2-TZVPD basis set

Geometry (Å):
C  0.86  -2.02  -1.77
C  0.09  -0.63  -1.78
S  -1.53  -0.74  -2.81
H  1.40  -2.05  -0.83
H  0.21  -2.85  -1.87
H  1.52  -2.10  -2.65
H  0.74  0.01  -2.37
H  -0.22  -0.48  -0.74
H  -1.98  -1.72  -3.66
N  -0.80  2.16  1.57
C  0.25  1.53  2.04
N  0.25  0.95  3.21
H  -1.65  2.27  2.10
H  -0.83  2.57  0.65
H  1.17  1.55  1.46
H  1.10  0.71  3.69
H  -0.59  0.83  3.76

For the LUMO energy, the calculation gives -4.2 eV. As for the total charge: +1. As for the orbital gap: 0.2668 Eh.

Atom charges from the Löwdin analysis, given in e for atoms 1 to 5: number 1, C, carries -0.161; number 2, C, carries -0.523; number 3, S, carries 0.578; number 4, H, carries 0.056; number 5, H, carries 0.041

***

Which of them is most stable, and which least? Most stable: P); least stable: Q).

***

P) Molecular formula: C3H11N2S
Method: DFT, ωB97M-V with the def2-TZVPD basis set

Geometry (Å):
C  0.74  -2.66  1.01
C  1.60  -1.57  1.59
S  1.52  0.05  0.63
H  1.28  -3.26  0.28
H  0.44  -3.35  1.80
H  -0.07  -2.23  0.39
H  2.65  -1.83  1.55
H  1.45  -1.26  2.62
H  2.85  0.13  0.58
N  -0.80  1.05  -0.99
C  -1.74  1.77  -1.52
N  -3.04  1.58  -1.44
H  -0.93  0.48  -0.17
H  0.15  1.35  -1.18
H  -1.42  2.59  -2.16
H  -3.63  1.96  -2.16
H  -3.32  0.86  -0.79

For the LUMO energy, the calculation gives -3.8 eV. As for the total charge: +1. As for the orbital gap: 0.3204 Eh.

Atom charges from the Löwdin analysis, given in e for atoms 1 to 5: number 1, C, carries -0.168; number 2, C, carries -0.544; number 3, S, carries 0.704; number 4, H, carries 0.077; number 5, H, carries 0.084

***

Q) Molecular formula: C3H11N2S
Method: DFT, ωB97M-V with the def2-TZVPD basis set

Geometry (Å):
C  -0.68  0.76  2.37
S  -0.69  -0.02  0.73
C  -1.94  -1.29  1.00
H  0.09  0.37  3.01
H  -1.67  0.62  2.78
H  -0.46  1.81  2.21
H  -1.79  -1.80  1.95
H  -2.89  -0.77  1.14
H  -1.98  -2.07  0.26
N  2.26  0.19  -0.82
C  1.66  0.32  -1.98
N  0.40  0.15  -2.19
H  1.71  0.31  0.02
H  3.26  0.13  -0.73
H  2.28  0.77  -2.75
H  0.04  0.43  -3.09
H  -0.38  0.23  -1.52

For the LUMO energy, the calculation gives -3.7 eV. As for the total charge: +1. As for the orbital gap: 0.3267 Eh.

Atom charges from the Löwdin analysis, given in e for atoms 1 to 5: number 1, C, carries -0.356; number 2, S, carries 0.773; number 3, C, carries -0.382; number 4, H, carries 0.041; number 5, H, carries 0.041

***

Which of them is most stable, and which least? Most stable: Q); least stable: P).